A | The following is a quantum chemistry calculation of a cluster of 2 separate species, C6H12O2 in total, from the OMol25 dataset.

Properties
Net charge   0
LUMO energy   0.6 eV
HOMO-LUMO gap   10.19 eV
SMILES   C=CCCCC=O.O

```
20
C6H12O2 ωB97M-V/def2-TZVPD
O 0.15401 -2.26796 0.43034
C 0.57369 -1.52271 1.27941
C 0.69221 -0.04014 1.12799
C -0.69698 0.63446 1.36576
C -1.70405 0.27615 0.28290
C -1.16986 0.17906 -2.12953
C -1.34025 0.90437 -1.03506
H 0.92635 -1.95994 2.23679
H 1.34030 0.32505 1.92835
H 1.11421 0.17971 0.14911
H -0.47324 1.69894 1.28407
H -0.98173 0.46685 2.40391
H -1.78984 -0.80614 0.19042
H -2.70711 0.61648 0.57035
H -1.24675 -0.90198 -2.11289
H -0.88135 0.55769 -3.10761
H -1.21479 1.98193 -1.02488
H 3.44212 1.50076 -0.46029
H 2.07052 1.84370 -1.02602
O 2.79861 1.22516 -1.12483
```


B | The following is a quantum chemistry calculation of a structure of composition C6H12O2, from the OMol25 dataset.

Properties
Net charge   0
LUMO energy   1.0 eV
HOMO-LUMO gap   10.31 eV

```
20
C6H12O2 ωB97M-V/def2-TZVPD
C 1.39955 -1.42231 -0.09941
C 1.89563 0.13067 -0.26430
C 0.75123 1.17279 0.29982
C -1.50814 0.95566 0.03395
C -2.15202 -0.53475 -0.17759
C -0.07345 -1.08619 -0.23275
H 1.70856 -1.55235 0.93734
H 1.81847 -2.14956 -0.85888
H 2.42054 0.41881 -1.21819
H 2.55200 0.41341 0.62906
H 0.19351 0.88125 1.43430
H 1.54195 2.23098 0.70930
H -1.10968 1.41006 1.13799
H -2.57957 1.58818 0.02081
H -2.15738 -0.77722 -1.29023
H -3.00030 -0.60165 0.35026
H 0.06291 -0.72807 -1.31403
H -0.06605 -0.27765 0.45584
O -0.45908 1.52702 -0.71725
O -1.23869 -1.59908 0.16395
```


C | The following is a quantum chemistry calculation of a cluster of 2 separate species, C6H12O2 in total, from the OMol25 dataset.

Properties
Net charge   0
LUMO energy   0.2 eV
HOMO-LUMO gap   8.69 eV
SMILES   C=CCC.C=COO

```
20
C6H12O2 ωB97M-V/def2-TZVPD
C 0.76342 1.46200 -0.17035
C -0.47858 1.99567 -0.88570
C 0.41554 0.43681 0.88327
C 1.31463 -0.02968 1.77675
H 1.28661 2.30278 0.29775
H 1.44562 1.00314 -0.88611
H -0.63387 0.48853 1.26698
H -1.11549 1.17837 -1.21915
H -1.08187 2.59835 -0.20204
H -0.19973 2.60792 -1.74127
H 1.00814 -0.60526 2.63691
H 2.37770 0.03337 1.57714
C -0.09109 -1.47520 -0.17348
C 0.35043 -1.41763 -1.42959
O -1.57762 -1.11286 0.16579
O -2.50779 -2.18195 0.27337
H -2.65551 -2.26390 1.23009
H 0.20033 -2.30217 0.46482
H 0.06122 -0.62330 -2.09733
H 1.11792 -2.09500 -1.76783
```


Short version: B is the least stable of them.


A | The following is a quantum chemistry calculation of a structure of composition C2H6NO, from the OMol25 dataset.

Properties
Net charge   -1
LUMO energy   4.7 eV
HOMO-LUMO gap   7.50 eV

```
10
C2H6NO ωB97M-V/def2-TZVPD
C -1.15202 -0.17831 -0.10143
O -1.83760 -1.05660 -0.85039
C 0.44802 -0.35254 0.02906
N 1.78699 0.49828 0.39820
H -1.08594 0.89010 -0.52026
H -1.66790 -0.03620 0.83274
H 0.55253 -0.20570 -1.08259
H 0.65554 0.36779 0.91170
H 0.76539 -1.31593 0.36908
H 1.53499 1.38911 0.01389
```


B | The following is a quantum chemistry calculation of the ion C2H6NO with charge -1, from the OMol25 dataset.

Properties
Net charge   -1
LUMO energy   4.8 eV
HOMO-LUMO gap   6.20 eV
SMILES   CN(C)[O-]

```
10
C2H6NO ωB97M-V/def2-TZVPD
C -0.11431 -1.06924 0.01689
C -0.20868 1.17717 -0.04693
N 0.67828 0.05250 -0.49293
O 1.85341 0.00954 0.25698
H -0.05159 -2.04624 -0.66493
H 0.21281 -1.45827 0.94776
H -1.20315 -0.91878 0.07541
H 0.46960 1.98938 0.04390
H -0.88905 1.26215 -1.01983
H -0.74731 1.00178 0.88367
```


Short version: A is the least stable of them.


A | The following is a quantum chemistry calculation of the molecule C4H4O4, from the OMol25 dataset.

Properties
Net charge   0
LUMO energy   -1.5 eV
HOMO-LUMO gap   9.05 eV
SMILES   CC(=O)C(=O)C(=O)O

```
12
C4H4O4 ωB97M-V/def2-TZVPD
C -2.51194 -0.40332 -0.01436
C -1.07793 -0.46177 0.61663
C 0.00845 0.46275 0.24302
C 1.08443 0.07310 -0.87875
H -2.67541 0.67610 0.06726
H -2.35189 -0.58656 -1.13331
H -3.47805 -0.71149 0.17167
H 2.27497 1.22652 0.19588
O -0.74945 -1.22144 1.53412
O 0.44120 1.18498 1.22841
O 2.16639 0.85360 -0.83970
O 0.79339 -0.64578 -1.81043
```


B | The following is a quantum chemistry calculation of a structure of composition C4H4O4, from the OMol25 dataset.

Properties
Net charge   0
LUMO energy   0.5 eV
HOMO-LUMO gap   9.92 eV

```
12
C4H4O4 ωB97M-V/def2-TZVPD
C 1.34574 -0.27734 0.43612
C -0.02845 0.10996 -0.05511
C -0.64210 1.23068 -0.30366
C -2.05487 -0.39519 -0.25058
H 2.97539 -0.86754 -0.54403
H 1.65626 0.57281 1.45310
H 1.09362 -1.33348 1.03737
H -0.63640 2.34464 -0.03344
O 2.15387 -0.40850 -0.88736
O -1.90919 1.00218 -0.35522
O -3.07883 -1.05988 -0.21524
O -0.87505 -0.91834 -0.28195
```


Short version: B is the least stable of them.


A | The following is a quantum chemistry calculation of the molecule C4H4O4, from the OMol25 dataset.

Properties
Net charge   0
LUMO energy   0.6 eV
HOMO-LUMO gap   9.47 eV
SMILES   O=C(O)C1OC=CO1

```
12
C4H4O4 ωB97M-V/def2-TZVPD
C -1.54371 -0.15609 -0.09888
C -0.16091 0.08295 0.66198
C 1.89053 -0.58166 -0.01460
C 1.70896 0.59282 -0.43647
H -3.47506 0.10509 -0.39347
H -0.58633 0.58988 1.67791
H 2.66007 -1.32538 -0.29361
H 2.54771 1.16391 -1.10764
O -2.80007 0.50461 0.23371
O -1.46568 -1.17806 -0.77416
O 0.74768 -0.98943 0.71307
O 0.47680 1.19135 -0.16785
```


B | The following is a quantum chemistry calculation of a cluster of 2 separate species, C4H4O4 in total, from the OMol25 dataset.

Properties
Net charge   0
LUMO energy   0.0 eV
HOMO-LUMO gap   7.96 eV
SMILES   O=C=CO.O=C=CO

```
12
C4H4O4 ωB97M-V/def2-TZVPD
C 1.23292 0.51954 -1.50960
C -1.81955 -0.39596 0.85394
C 1.05895 -0.61166 -0.89353
C -1.55829 0.88216 0.98485
O 1.24191 1.56992 -1.99807
O -2.18458 -1.48203 0.68866
O 1.61269 -1.02442 0.30111
O -0.35855 1.44877 0.81836
H 0.70454 -1.40181 -1.49240
H -2.50811 1.48796 1.06876
H 2.32724 -1.60679 0.31401
H 0.25083 0.61431 0.86391
```


Short version: B is the least stable of them.


A | The following is a quantum chemistry calculation of the molecule C4H4O4, from the OMol25 dataset.

Properties
Net charge   0
LUMO energy   0.5 eV
HOMO-LUMO gap   9.18 eV
SMILES   O=C1COC(O)=C1O

```
12
C4H4O4 ωB97M-V/def2-TZVPD
C 0.74780 0.72105 -0.34913
C -0.15264 -0.35689 -0.72590
C -0.80222 -0.57039 0.58902
C -0.19650 0.37496 1.63163
H 1.33251 0.60587 -1.74375
H -0.31575 -1.70751 -1.92381
H -0.96482 1.13616 2.01328
H 0.22263 -0.29992 2.15077
O 1.55613 1.26588 -1.23533
O -0.43638 -0.86189 -1.96141
O -1.81795 -1.40422 0.68655
O 0.82720 1.09690 0.86809
```


B | The following is a quantum chemistry calculation of the molecule C4H4O4, from the OMol25 dataset.

Properties
Net charge   0
LUMO energy   0.5 eV
HOMO-LUMO gap   9.09 eV
SMILES   O=C1COC(O)=C1O

```
12
C4H4O4 ωB97M-V/def2-TZVPD
C -1.08314 -0.02863 -0.12654
C -0.02186 0.78443 0.03347
C 1.13507 -0.09692 -0.11411
C 0.58169 -1.50876 0.03764
H -2.61784 1.22788 -0.07689
H 1.01758 2.33138 0.03231
H 0.97005 -1.80883 1.06374
H 0.94955 -2.14189 -0.75096
O -2.42254 0.24688 -0.03186
O 0.06953 2.10782 0.02183
O 2.29227 0.24020 -0.07443
O -0.87037 -1.35354 -0.01421
```


Short version: A is the least stable of them.


A | The following is a quantum chemistry calculation of a structure of composition CHN3O, from the OMol25 dataset.

Properties
Net charge   0
LUMO energy (alpha / beta)   -2.3 / -2.3 eV
HOMO-LUMO gap (alpha / beta)   8.45 / 8.45 eV

```
6
CHN3O ωB97M-V/def2-TZVPD
C 1.12963 -0.33048 0.04263
N 2.20520 -0.70614 -0.01110
N -1.20505 -0.66064 0.01032
N -0.18191 -0.02944 0.12381
O -0.01646 1.70125 0.01981
H -1.93141 0.02546 -0.18547
```


B | The following is a quantum chemistry calculation of the molecule CHN3O, from the OMol25 dataset.

Properties
Net charge   0
LUMO energy   0.2 eV
HOMO-LUMO gap   12.52 eV
SMILES   c1nnon1

```
6
CHN3O ωB97M-V/def2-TZVPD
C 0.30065 -0.53018 0.39644
H 1.10050 -1.14889 0.72732
N 0.62883 -0.10353 -0.88721
N -0.33218 0.75795 -1.12391
N -0.64087 0.17928 0.98312
O -1.05692 0.84536 -0.09577
```


Short version: A is the least stable of them.


A | The following is a quantum chemistry calculation of a cluster of 2 separate species, CH6S3 in total, from the OMol25 dataset.

Properties
Net charge   0
LUMO energy   0.3 eV
HOMO-LUMO gap   9.47 eV
SMILES   CSS.S

```
10
CH6S3 ωB97M-V/def2-TZVPD
S 3.61427 -1.24691 0.90434
H 3.07735 -1.95532 -0.05726
H 2.69218 -1.33255 1.87697
C -1.25129 1.52996 -0.69545
S -0.83033 -0.09036 -1.29095
S -2.04600 -1.29927 -0.03930
H -1.44259 2.23435 -1.50667
H -2.15500 1.45037 -0.10917
H -0.44958 1.93572 -0.08410
H -1.20901 -1.22599 1.00158
```


B | The following is a quantum chemistry calculation of a cluster of 2 separate species, CH6S3 in total, from the OMol25 dataset.

Properties
Net charge   0
LUMO energy   -0.2 eV
HOMO-LUMO gap   8.73 eV
SMILES   CS.SS

```
10
CH6S3 ωB97M-V/def2-TZVPD
S 2.46306 1.48845 -0.80212
S 0.85942 2.60919 0.18677
H 3.25153 2.67630 -1.11528
H 0.39169 1.58346 0.90250
C -0.85154 -1.05666 0.39159
S -2.14249 -2.37681 0.32696
H -1.00623 -0.42963 1.31082
H -0.82664 -0.35506 -0.36010
H 0.19671 -1.53598 0.23970
H -2.33551 -2.60326 -1.08084
```


C | The following is a quantum chemistry calculation of a cluster of 2 separate species, CH6S3 in total, from the OMol25 dataset.

Properties
Net charge   0
LUMO energy   0.7 eV
HOMO-LUMO gap   9.76 eV
SMILES   CSS.S

```
10
CH6S3 ωB97M-V/def2-TZVPD
S 0.71783 -2.64593 0.34211
H 0.09810 -2.88574 1.46991
H 0.68903 -3.86436 -0.05606
C 0.80365 1.36956 -0.32097
S -0.70161 2.40724 -0.37946
S -2.28022 1.34579 -0.58809
H 1.26364 1.46391 0.66315
H 1.54297 1.49556 -1.18077
H 0.59974 0.22006 -0.54914
H -2.73312 1.09391 0.59932
```


Short version: B is the least stable of them.


A | The following is a quantum chemistry calculation of the molecule C3H4N2S2, from the OMol25 dataset.

Properties
Net charge   0
LUMO energy   0.5 eV
HOMO-LUMO gap   9.03 eV
SMILES   N#CS/C=C(/N)S

```
11
C3H4N2S2 ωB97M-V/def2-TZVPD
C -1.18961 0.06181 -0.39311
C 0.02045 -0.41400 -0.05961
C -3.72443 0.13217 0.22467
N -4.42708 0.86724 0.75436
N 1.14843 0.37320 -0.10592
S -2.65970 -0.92286 -0.55184
S 0.39153 -2.09456 0.35317
H -1.31190 1.09592 -0.67005
H -0.87524 -2.51021 0.28697
H 0.98767 1.36834 -0.10717
H 1.91737 0.07000 0.46897
```


B | The following is a quantum chemistry calculation of the molecule C3H4N2S2, from the OMol25 dataset.

Properties
Net charge   0
LUMO energy   -0.1 eV
HOMO-LUMO gap   8.81 eV
SMILES   N#C[C@@H](S)C(N)=S

```
11
C3H4N2S2 ωB97M-V/def2-TZVPD
C 0.80919 0.11226 -0.17870
C -0.73167 0.22574 -0.02734
C -1.19350 1.63568 -0.14167
H 0.76974 -1.05770 1.51387
H 2.41396 -0.80970 0.71485
H -0.98054 -0.13138 0.96613
H -0.90931 -1.94418 -0.84739
N 1.34879 -0.76073 0.65627
N -1.48085 2.77382 -0.13156
S 1.64305 0.85486 -1.40632
S -1.68886 -0.89866 -1.11814
```


C | The following is a quantum chemistry calculation of the molecule C3H4N2S2, from the OMol25 dataset.

Properties
Net charge   0
LUMO energy   -0.8 eV
HOMO-LUMO gap   8.32 eV
SMILES   S=C/N=C\NC=S

```
11
C3H4N2S2 ωB97M-V/def2-TZVPD
C 1.13142 1.55169 -0.72485
C 0.51801 -0.70488 -0.11164
C -1.46147 -1.42232 0.91422
H 0.47917 2.50541 -1.18951
H -0.57972 1.07219 0.12765
H 1.39238 -0.81909 -0.72321
H -1.57497 -2.06998 1.82982
N 0.26060 0.65032 -0.04605
N -0.21846 -1.61276 0.31046
S 2.84135 1.55467 -0.79751
S -2.78831 -0.70526 0.41062
```


D | The following is a quantum chemistry calculation of the molecule C3H4N2S2, from the OMol25 dataset.

Properties
Net charge   0
LUMO energy   -0.3 eV
HOMO-LUMO gap   8.85 eV
SMILES   CN(C#N)C(=S)S

```
11
C3H4N2S2 ωB97M-V/def2-TZVPD
C 1.65500 -0.53329 -1.20133
C 0.77645 -0.94273 0.81762
C -0.47857 0.69304 -0.45885
N 2.15683 -0.85639 -2.20257
N 0.82165 -0.03768 -0.27009
S -0.47286 -0.84711 1.93177
S 2.21702 -1.89642 1.01004
H -0.49811 1.30259 0.41115
H -0.47450 1.25145 -1.37608
H -1.28824 -0.02501 -0.48726
H 1.71554 -2.39877 2.10031
```


Short version: C is the least stable of them.